{"formula": "C59H118AsF12N2O24", "method": "wB97M-V/def2-TZVPD", "symbols": ["C", "C", "C", "N", "C", "C", "C", "C", "C", "H", "H", "H", "H", "H", "H", "H", "H", "H", "H", "H", "H", "H", "H", "H", "H", "H", "H", "C", "C", "C", "N", "C", "C", "C", "C", "C", "H", "H", "H", "H", "H", "H", "H", "H", "H", "H", "H", "H", "H", "H", "H", "H", "H", "H", "C", "O", "O", "C", "F", "F", "F", "C", "C", "H", "H", "H", "H", "H", "H", "C", "O", "O", "C", "F", "F", "F", "C", "C", "H", "H", "H", "H", "H", "H", "As", "F", "F", "F", "F", "F", "F", "C", "C", "O", "C", "O", "O", "C", "H", "H", "H", "H", "H", "H", "H", "H", "C", "C", "O", "C", "O", "O", "C", "H", "H", "H", "H", "H", "H", "H", "H", "C", "C", "O", "C", "O", "O", "C", "H", "H", "H", "H", "H", "H", "H", "H", "C", "C", "O", "C", "O", "O", "C", "H", "H", "H", "H", "H", "H", "H", "H", "C", "C", "O", "C", "O", "O", "C", "H", "H", "H", "H", "H", "H", "H", "H", "C", "C", "O", "C", "H", "H", "H", "H", "H", "H", "C", "C", "O", "C", "H", "H", "H", "H", "H", "H", "C", "C", "O", "C", "H", "H", "H", "H", "H", "H", "C", "C", "O", "C", "H", "H", "H", "H", "H", "H", "C", "C", "O", "C", "H", "H", "H", "H", "H", "H"], "coordinates": [[1.39193, -2.15372, -4.91288], [2.90589, -2.19747, -4.62219], [3.38059, -3.59375, -4.22606], [4.84399, -3.85449, -4.46871], [5.63176, -2.94605, -3.56716], [5.24090, -3.61120, -5.93599], [6.42135, -4.54731, -6.21898], [6.08595, -5.80764, -5.38239], [5.20558, -5.25202, -4.19185], [1.03070, -1.14162, -5.12420], [0.80568, -2.47925, -4.03175], [1.12887, -2.82849, -5.73505], [3.11544, -1.47118, -3.82142], [3.42234, -1.82877, -5.53443], [2.86651, -4.40299, -4.75060], [3.30494, -3.77061, -3.14035], [5.24753, -3.19836, -2.57625], [5.45408, -1.89654, -3.80475], [6.71199, -3.19378, -3.62022], [5.47291, -2.54996, -6.10322], [4.42532, -3.93158, -6.59562], [7.38952, -4.15532, -5.86529], [6.56027, -4.69836, -7.30196], [7.00320, -6.24871, -4.97271], [5.52451, -6.54127, -5.98610], [5.70042, -5.29696, -3.21746], [4.32424, -5.87532, -4.03722], [1.55678, -2.12686, -1.09069], [0.40630, -1.59543, -0.33063], [0.83475, -0.48007, 0.64583], [-0.29807, 0.32186, 1.25740], [-1.25063, -0.56286, 2.03747], [-1.11005, 1.25334, 0.30256], [-1.72480, 2.36015, 1.18500], [-0.85999, 2.36787, 2.49657], [0.27771, 1.36931, 2.22831], [1.21375, -2.96727, -1.72362], [2.29933, -2.51107, -0.37318], [2.12730, -1.42233, -1.71423], [-0.00085, -2.44966, 0.21557], [-0.32760, -1.28370, -1.07551], [1.52251, 0.24646, 0.18157], [1.39401, -0.94979, 1.47377], [-1.73900, -1.23176, 1.31367], [-2.02986, 0.08590, 2.43421], [-0.65705, -1.06693, 2.81446], [-1.87004, 0.61500, -0.18286], [-0.38985, 1.62496, -0.41053], [-2.73435, 2.08283, 1.51339], [-1.81157, 3.28910, 0.58094], [-1.51342, 1.99531, 3.29371], [-0.37615, 3.31435, 2.76048], [0.66270, 0.83534, 3.10702], [1.10059, 1.87550, 1.74243], [3.10237, -5.31975, -1.09670], [2.88776, -4.77645, 0.22884], [4.07249, -4.80686, -1.73825], [3.15243, -6.98126, -0.93300], [1.90351, -7.49909, -1.06870], [3.87405, -7.61477, -1.89235], [3.61717, -7.33504, 0.27514], [1.55185, -5.02727, 0.74905], [1.36883, -4.22753, 1.98251], [2.04183, -4.59326, 2.74490], [1.63923, -3.17910, 1.86711], [0.35557, -4.19878, 2.38380], [1.31527, -6.09216, 0.99724], [0.78512, -4.73165, -0.00582], [2.10825, -5.08957, -1.59431], [-4.89232, 1.92266, 2.88649], [-5.54105, 2.40765, 4.19879], [-3.94845, 1.05167, 3.11227], [-6.10448, 1.48279, 1.93522], [-6.97656, 0.65878, 2.63591], [-6.87135, 2.43947, 1.47778], [-5.66961, 0.75664, 0.86341], [-6.11930, 3.69653, 4.02020], [-6.49419, 4.20007, 5.39015], [-5.58639, 4.16957, 6.00860], [-6.94887, 5.17783, 5.43559], [-7.23299, 3.52543, 5.86637], [-7.07653, 3.63665, 3.48549], [-5.44265, 4.39481, 3.52129], [-4.44146, 2.85129, 2.40783], [3.95999, -0.83955, 3.34597], [2.21827, -1.00463, 3.62442], [3.71849, -1.84739, 1.88663], [5.60741, -0.64079, 2.97024], [4.11575, 0.12407, 4.86323], [4.34531, -2.31079, 4.31246], [3.64615, 0.57725, 2.26719], [-1.21609, 5.03556, 6.87894], [-1.18974, 4.23999, 5.56047], [-0.12498, 3.22717, 5.42883], [-0.49527, 2.04509, 5.88944], [-1.48441, 1.74951, 6.52446], [0.45837, 1.16412, 5.53066], [0.23358, -0.14615, 5.92709], [-2.13342, 5.61882, 6.77003], [-0.40088, 5.75213, 7.03116], [-1.35120, 4.37542, 7.74338], [-1.00361, 4.96674, 4.77508], [-2.17281, 3.78665, 5.40504], [0.26484, -0.16407, 7.01056], [0.96677, -0.85010, 5.55270], [-0.76268, -0.45435, 5.60081], [4.74139, 3.01809, 5.45260], [3.48321, 3.45234, 4.74212], [2.92813, 4.78983, 5.03125], [2.17195, 5.33319, 4.11410], [1.84418, 4.76471, 3.05197], [1.78526, 6.58118, 4.39941], [0.84652, 7.14941, 3.45590], [4.91367, 2.00317, 5.05681], [4.60468, 2.89992, 6.52821], [5.61632, 3.64181, 5.27712], [2.60879, 2.81450, 4.93064], [3.61275, 3.44906, 3.65717], [0.55831, 8.08325, 3.94427], [-0.04885, 6.54068, 3.40320], [1.25155, 7.29183, 2.43761], [-2.03934, -0.90380, -4.94528], [-1.70334, 0.54882, -4.59006], [-0.41067, 0.59224, -4.04182], [0.05757, 1.73882, -3.57564], [1.02498, 1.75737, -2.82657], [-0.62981, 2.79863, -4.03260], [-0.35506, 4.07378, -3.43673], [-3.05207, -0.86798, -5.36324], [-2.08948, -1.54554, -4.05227], [-1.38622, -1.32899, -5.70849], [-2.36233, 0.99892, -3.85979], [-1.68667, 1.19507, -5.47914], [-0.48447, 4.03777, -2.35228], [-1.04094, 4.82095, -3.84681], [0.67073, 4.42889, -3.67167], [0.18648, 5.84894, 0.03823], [-0.75873, 7.00566, 0.18593], [-1.99856, 6.71856, 0.96527], [-2.86987, 5.95003, 0.27358], [-2.77121, 5.61279, -0.89816], [-3.91858, 5.66819, 1.02615], [-4.96647, 5.02998, 0.32428], [-0.35448, 4.92450, -0.21686], [0.73095, 5.63588, 0.97403], [1.01181, 5.94328, -0.69458], [-1.11069, 7.40922, -0.76730], [-0.32871, 7.82069, 0.77780], [-4.65058, 4.05166, -0.02936], [-5.40401, 5.63022, -0.46546], [-5.72831, 4.90069, 1.10024], [-1.90221, -6.61195, 2.00838], [-2.28338, -5.68767, 0.84340], [-3.56021, -5.08649, 1.11472], [-3.54122, -4.04129, 1.93341], [-2.60375, -3.55957, 2.60833], [-4.71074, -3.47757, 2.02777], [-4.88680, -2.44589, 2.98440], [-2.50804, -7.52788, 2.06399], [-1.99985, -6.07317, 2.92378], [-0.85885, -6.87959, 1.89282], [-2.39381, -6.12649, -0.13657], [-1.54589, -4.88385, 0.76524], [-4.33359, -1.54738, 2.74204], [-4.49975, -2.78372, 3.95853], [-5.90174, -2.10286, 3.04150], [3.76409, 3.86554, -2.65557], [3.42103, 4.34264, -1.22196], [3.74366, 5.48918, -0.85855], [2.81098, 3.37884, -0.29282], [3.28651, 2.91172, -2.91959], [4.84642, 3.82310, -2.73597], [3.44466, 4.58973, -3.40486], [1.95234, 2.83546, -0.71519], [2.54692, 3.80834, 0.67206], [3.56965, 2.62343, -0.10742], [0.38021, -5.68449, -3.75753], [-0.78355, -4.91286, -3.20927], [-0.78449, -4.60362, -2.03874], [-1.95513, -4.50934, -4.10109], [1.20338, -5.64900, -3.04307], [0.70846, -5.42048, -4.76864], [-0.05106, -6.69403, -3.74241], [-1.60675, -4.38683, -5.12659], [-2.48704, -3.62568, -3.71172], [-2.60542, -5.40729, -4.03710], [6.22264, 1.14846, -2.01878], [5.03890, 0.29255, -1.84147], [4.37286, -0.03028, -2.82587], [4.71450, -0.38040, -0.50446], [6.32576, 1.77072, -2.90311], [7.06731, 0.46745, -2.07091], [6.43859, 1.74978, -1.12486], [5.22164, 0.07403, 0.33903], [5.06294, -1.41962, -0.60687], [3.65105, -0.35975, -0.31495], [-4.13288, -1.82476, -0.79984], [-4.96574, -2.65788, -1.83139], [-4.69793, -2.53048, -3.02273], [-6.05440, -3.54214, -1.38780], [-3.66528, -0.94602, -1.25708], [-3.27989, -2.43006, -0.47194], [-4.77336, -1.54413, 0.02990], [-5.79614, -4.51481, -0.98986], [-6.73288, -3.67940, -2.23338], [-6.61887, -3.07264, -0.59091], [-4.58970, 3.34551, -2.91006], [-4.55869, 1.98417, -2.22435], [-3.51429, 1.44857, -1.88293], [-5.85963, 1.25372, -2.10755], [-5.42188, 3.98123, -2.60582], [-4.71356, 3.09781, -3.96591], [-3.66839, 3.93902, -2.81478], [-6.55753, 1.91068, -1.56467], [-5.64333, 0.29623, -1.63598], [-6.17494, 1.10446, -3.13200]], "e_above_lowest_kcal_mol": 0.00, "orbital_gap_ev": 6.961, "charge": -1, "multiplicity": 1, "total_energy_ha": -7668.4884}

{"formula": "C6H9N", "method": "wB97M-V/def2-TZVPD", "symbols": ["H", "N", "C", "C", "C", "C", "C", "C", "H", "H", "H", "H", "H", "H", "H", "H"], "coordinates": [[3.41902, -0.37439, 0.47158], [2.60104, -0.99047, 0.43175], [1.62784, -0.29995, 0.04280], [1.67955, 1.06928, -0.53820], [0.23287, -0.87752, 0.03123], [-1.03181, -0.65521, -0.09744], [-2.18778, 0.19207, -0.51573], [-0.69884, -1.91897, 0.64631], [0.82660, 1.31557, -1.12501], [1.86480, 1.84550, 0.20471], [2.60446, 1.06278, -1.08331], [-2.93960, -0.54255, -0.94017], [-1.84916, 1.01340, -1.21785], [-2.62350, 0.70272, 0.40126], [-0.66937, -2.86935, 0.12160], [-1.01584, -1.93839, 1.64675]], "e_above_lowest_kcal_mol": 73.45, "smiles": "[H]/N=C(\\C)C1=C(C)C1", "orbital_gap_ev": 9.838, "multiplicity": 1, "total_energy_ha": -288.6650}

{"formula": "C14H26BCl2CsF4O6S2", "method": "wB97M-V/def2-TZVPD", "symbols": ["Cs", "B", "F", "F", "F", "F", "C", "C", "C", "S", "O", "O", "C", "H", "H", "H", "H", "H", "H", "H", "H", "C", "C", "C", "S", "O", "O", "C", "H", "H", "H", "H", "H", "H", "H", "H", "O", "C", "O", "C", "C", "C", "H", "H", "H", "H", "H", "H", "Cl", "C", "C", "Cl", "H", "H", "H", "H"], "coordinates": [[-3.36898, -2.89507, -1.28189], [-0.43878, -0.56740, -1.60098], [-0.59374, -1.14331, -2.88106], [-1.24426, 0.56663, -1.55923], [-0.93116, -1.41643, -0.55240], [0.88417, -0.23283, -1.25693], [-4.24451, 2.26646, 1.51214], [-4.69062, 2.19701, 2.97529], [-4.78842, 0.71442, 3.28411], [-3.39480, -0.09307, 2.37490], [-3.85891, -1.18449, 1.55407], [-2.34810, -0.34485, 3.34448], [-3.02741, 1.34125, 1.38524], [-4.11088, 3.25874, 1.08508], [-5.04652, 1.84763, 0.88873], [-5.61610, 2.75165, 3.11700], [-3.90209, 2.68556, 3.55130], [-5.64059, 0.15263, 2.88594], [-4.81924, 0.45489, 4.34150], [-2.68603, 1.14346, 0.36720], [-2.15539, 1.84974, 1.80742], [3.10272, -1.76657, 2.84779], [1.99402, -1.29603, 1.93224], [1.98129, 0.22785, 2.06349], [3.72546, 0.74541, 2.12534], [3.89300, 1.63662, 3.25561], [4.20708, 1.12503, 0.81548], [4.35708, -0.92982, 2.55387], [3.27380, -2.83779, 2.71703], [2.73478, -1.68039, 3.87270], [1.04697, -1.76293, 2.20236], [2.07257, -1.39213, 0.84339], [1.58247, 0.50774, 3.04744], [1.32537, 0.80564, 1.41363], [5.06810, -0.84804, 3.36769], [4.77483, -1.30535, 1.62078], [4.93854, -3.64434, -2.90975], [4.69981, -2.52956, -2.55541], [5.62582, -1.55600, -2.62712], [5.11681, -0.28236, -2.15856], [3.58570, -0.47118, -2.21041], [3.40239, -1.94508, -1.99834], [5.38623, 0.51113, -2.84528], [5.45619, -0.19788, -1.13239], [3.23122, -0.20847, -3.20864], [3.08680, 0.16310, -1.48991], [2.52878, -2.38877, -2.46806], [3.34688, -2.21628, -0.93938], [-4.29619, 1.47316, -2.13410], [-3.72472, 0.72113, -3.64030], [-3.66218, 1.78115, -4.69157], [-3.20096, 1.09401, -6.29318], [-4.43373, -0.05958, -3.90412], [-2.70717, 0.36533, -3.47604], [-2.89191, 2.51612, -4.47255], [-4.60549, 2.29250, -4.86563]], "orbital_gap_ev": 8.475, "multiplicity": 1, "total_energy_ha": -3161.9621}

F_max (hartree/bohr)
0.07686, 0.05698, 0.03949